# 1
20
Properties=species:S:1:pos:R:3:nbo_charge:R:1 method="wB97M-V/def2-TZVPD" charge=+1 gap_ha="0.2551 / 0.2549" smiles="CC1=CN2C=CC=C[C@H]2C#[N+]1" relative_energy_ev=5.725 max_force_ev_per_a=3.60 energy_ev=-12447.84771
C -0.48060 0.99133 3.09455 -0.661
C -0.36608 0.30383 1.76676 0.205
C 0.04749 0.84944 0.58347 -0.061
N 0.11193 0.12970 -0.61182 -0.308
C 1.31274 -0.06644 -1.17704 0.039
C 1.38161 -0.86482 -2.23073 -0.230
C 0.24748 -1.50584 -2.82007 -0.141
C -0.91641 -1.34926 -2.22532 -0.167
C -1.04622 -0.62775 -0.92866 -0.100
C -1.18792 -1.50533 0.48902 0.472
N -0.75982 -1.08523 1.52856 -0.384
H -1.32073 0.36992 3.48813 0.258
H -0.56300 2.10993 3.12317 0.271
H 0.36483 0.74990 3.67112 0.254
H 0.56374 1.76320 0.43509 0.251
H 2.16551 0.50388 -0.70319 0.253
H 2.36739 -0.91307 -2.69426 0.253
H 0.31457 -2.16114 -3.69484 0.258
H -1.74329 -1.72827 -2.73340 0.241
H -1.99912 -0.13211 -1.04702 0.298

=====

# 2
25
Properties=species:S:1:pos:R:3:nbo_charge:R:1 method="wB97M-V/def2-TZVPD" gap_ha=0.3211 smiles="CCC(C)(N)N.CC=O" relative_energy_ev=2.075 max_force_ev_per_a=3.28 energy_ev=-11507.98005
C -0.87086 -1.67373 0.43287 -0.634
C -0.42802 -0.29399 0.88881 -0.497
C -0.97887 1.04871 -0.32936 0.373
C -2.45627 1.23509 -0.02906 -0.634
N -0.25441 2.23270 -0.08122 -0.852
N -0.77942 0.62472 -1.65329 -0.854
H -1.89625 -1.65745 0.05584 0.200
H -0.25406 -2.04070 -0.38880 0.194
H -0.84582 -2.40561 1.24452 0.208
H 0.55559 -0.30986 1.35820 0.177
H -1.03445 0.03106 1.73614 0.183
H -2.98546 0.29194 -0.11768 0.204
H -2.59629 1.61932 0.97618 0.207
H -2.87268 1.95327 -0.73256 0.229
H -0.29778 2.52034 0.88812 0.362
H 0.70115 2.16419 -0.42764 0.381
H -1.31607 -0.20045 -1.88252 0.363
H 0.20852 0.49403 -1.87167 0.391
C 2.74034 -1.43659 0.07187 -0.728
C 2.41934 0.01471 -0.10174 0.465
O 2.10268 0.52242 -1.16564 -0.572
H 2.41342 -1.79512 1.04659 0.232
H 2.29415 -2.03437 -0.72038 0.237
H 3.82567 -1.55232 0.01929 0.247
H 2.60586 0.64773 0.78312 0.118

=====

# 3
8
Properties=species:S:1:pos:R:3:nbo_charge:R:1 method="wB97M-V/def2-TZVPD" charge=-1 gap_ha=0.2558 relative_energy_ev=1.800 max_force_ev_per_a=5.33 energy_ev=-15959.10235
C 0.99805 0.18784 -2.02048 0.857
N 0.99709 1.24616 -2.58491 -0.792
O 1.06172 -1.01971 -1.92065 -0.575
O 0.83681 0.69811 0.30484 -1.215
P -0.54965 0.59802 -0.16533 0.664
H 1.20450 2.14205 -2.16244 0.409
H -1.30992 0.41013 1.01698 -0.185
H -0.73380 -0.76934 -0.23408 -0.163